(1)
Entry from the Open Molecules 2025 dataset: an isolated molecule of CN4O3 at a distorted geometry (ωB97M-V/def2-TZVPD).

Last column: Löwdin charge in e.
Element x y z (Å)
C (0.0865, -0.0207, -0.0656)  -0.35
N (-0.3068, 1.2252, 0.4945)  -0.28
N (1.0861, -0.2558, -0.7788)  0.14
N (1.0503, -1.5366, -1.0467)  0.02
N (0.0465, -2.1115, -0.5016)  0.12
O (-1.4391, 1.2683, 1.1507)  0.07
O (0.3492, 2.1831, 0.2823)  0.17
O (-0.6165, -1.0920, 0.2198)  0.10

The calculation puts the relative energy (zero: lowest compared OMol25 entry of this formula, charge and spin) at 11.64 kcal/mol. As for the LUMO energy: -0.0815 Eh. As for the net charge: 0. Its molecular weight is 116.04 u. The structure (SMILES) is O=[N+]([O-])c1nnno1. As for the orbital gap: 9.950 eV.


(2)
Entry from the Open Molecules 2025 dataset: a structure of composition C3H6NO2 at a distorted geometry (ωB97M-V/def2-TZVPD).

Last column: Löwdin charge in e.
Element x y z (Å)
C (-0.4490, 1.5812, -0.5149)  -0.07
C (0.5096, -0.6528, 0.2089)  -0.16
C (-0.6495, 0.3510, 0.3169)  -0.42
N (-0.4338, 3.2001, 0.6087)  -0.41
O (-0.0288, 4.2531, 0.1134)  -0.11
O (-1.0533, 3.1322, 1.6811)  -0.12
H (0.6111, 1.6951, -0.8055)  -0.02
H (0.2294, -1.6473, 0.5664)  0.05
H (1.3718, -0.3070, 0.7796)  0.06
H (0.8124, -0.7469, -0.8363)  0.05
H (-0.8273, 0.6252, 1.3633)  0.08
H (-1.5677, -0.1445, -0.0396)  0.07

The calculation puts the relative energy (zero: lowest compared OMol25 entry of this formula, charge and spin) at 138.48 kcal/mol. As for the LUMO energy: 0.1551 Eh. As for the net charge: -1. Its molecular weight is 88.09 u. As for the orbital gap: 6.838 eV.


(3)
Entry from the Open Molecules 2025 dataset: a cluster of 6 separate species, C32H62BrNO6P2 in total at a distorted geometry (ωB97M-V/def2-TZVPD).

Last column: Löwdin charge in e.
Element x y z (Å)
C (-2.1497, -0.4336, -4.4808)  -0.05
C (-1.6296, -1.1933, -3.2902)  -0.26
C (-1.8247, -2.5673, -3.1762)  -0.04
C (-1.3806, -3.2517, -2.0502)  -0.06
C (-0.7334, -2.5683, -1.0373)  -0.05
C (-0.5121, -1.1958, -1.1313)  -0.29
C (0.2216, -0.5385, 0.0189)  -0.38
P (0.9615, 1.0939, -0.3485)  0.54
Br (-1.2558, 2.1209, 0.1427)  0.18
C (1.7138, 2.1420, 0.9468)  -0.39
C (1.6298, 3.6519, 0.7068)  -0.51
C (2.7118, 4.1561, -0.2462)  -0.08
C (1.6935, 4.4048, 2.0410)  -0.06
P (2.9729, 0.0933, -0.8621)  0.68
N (3.7384, 1.2261, -1.8813)  -0.23
O (2.5141, -1.0301, -1.9754)  -0.36
C (-0.9701, -0.5250, -2.2617)  -0.05
H (-2.1023, -1.0219, -5.3945)  0.07
H (-3.2003, -0.1798, -4.3250)  0.08
H (-1.6137, 0.5030, -4.6237)  0.08
H (-2.3321, -3.1071, -3.9667)  0.11
H (-1.5268, -4.3201, -1.9600)  0.09
H (-0.3795, -3.1063, -0.1647)  0.11
H (-0.4484, -0.4281, 0.8723)  0.07
H (1.0554, -1.1857, 0.2959)  0.06
H (0.8398, 1.6943, -1.6040)  -0.01
H (1.2336, 1.8677, 1.8869)  0.08
H (2.7656, 1.8501, 1.0301)  0.06
H (0.6761, 3.9047, 0.2506)  0.05
H (3.7094, 4.0161, 0.1739)  0.08
H (2.5636, 5.2220, -0.4231)  0.08
H (2.6558, 3.6688, -1.2214)  0.05
H (1.1369, 3.8889, 2.8195)  0.05
H (2.7150, 4.6039, 2.3636)  0.08
H (1.2092, 5.3751, 1.9068)  0.09
H (3.1586, 1.7709, -2.5101)  0.02
H (4.4079, 1.8212, -1.4158)  0.02
H (2.1156, -0.6566, -2.7700)  0.05
H (-0.8561, 0.5482, -2.3519)  0.06
C (-6.2460, -0.2329, -8.0711)  -0.17
C (-6.1631, 1.2293, -7.6331)  -0.17
C (-5.0766, 1.1660, -6.5666)  -0.21
O (-4.1923, 0.1171, -6.9625)  -0.16
C (-4.7818, -0.6508, -8.0117)  -0.20
H (-6.6810, -0.3709, -9.0596)  0.11
H (-6.8350, -0.8087, -7.3545)  0.11
H (-5.8410, 1.8557, -8.4673)  0.11
H (-7.1019, 1.6265, -7.2508)  0.11
H (-5.4996, 0.9272, -5.5845)  0.12
H (-4.5055, 2.0908, -6.4790)  0.12
H (-4.2677, -0.4271, -8.9527)  0.12
H (-4.6463, -1.7098, -7.7886)  0.12
C (1.4043, -7.8558, -1.2061)  -0.16
C (0.3260, -8.8586, -1.6183)  -0.17
C (-0.9345, -8.0072, -1.5204)  -0.21
O (-0.5368, -6.6721, -1.8317)  -0.16
C (0.8896, -6.5739, -1.8450)  -0.20
H (2.4038, -8.1213, -1.5453)  0.12
H (1.4367, -7.7486, -0.1201)  0.10
H (0.4861, -9.1851, -2.6480)  0.11
H (0.2830, -9.7423, -0.9835)  0.11
H (-1.3460, -8.0296, -0.5051)  0.12
H (-1.7177, -8.3117, -2.2157)  0.12
H (1.2309, -6.4772, -2.8811)  0.12
H (1.1841, -5.6742, -1.3031)  0.11
C (1.9889, 6.7729, 5.9859)  -0.16
C (2.5389, 5.4896, 6.6086)  -0.16
C (3.1224, 4.8035, 5.3806)  -0.21
O (3.5719, 5.8425, 4.5129)  -0.16
C (3.0614, 7.1003, 4.9557)  -0.20
H (1.8347, 7.5798, 6.7013)  0.11
H (1.0428, 6.5646, 5.4832)  0.09
H (3.3187, 5.7119, 7.3404)  0.11
H (1.7754, 4.8841, 7.0950)  0.11
H (2.3453, 4.2276, 4.8662)  0.10
H (3.9601, 4.1409, 5.6026)  0.12
H (3.8757, 7.6914, 5.3895)  0.11
H (2.6694, 7.6356, 4.0896)  0.12
C (-2.8324, 4.4990, 3.4812)  -0.16
C (-2.6418, 5.7236, 2.5875)  -0.16
C (-1.7897, 6.6221, 3.4759)  -0.20
O (-0.9883, 5.7474, 4.2725)  -0.16
C (-1.4722, 4.4051, 4.1579)  -0.20
H (-3.0876, 3.5939, 2.9329)  0.10
H (-3.6138, 4.6875, 4.2207)  0.11
H (-2.0927, 5.4465, 1.6853)  0.11
H (-3.5755, 6.1967, 2.2877)  0.11
H (-2.4111, 7.2382, 4.1347)  0.12
H (-1.1290, 7.2807, 2.9099)  0.11
H (-0.7754, 3.8216, 3.5489)  0.09
H (-1.5157, 3.9643, 5.1548)  0.12
C (1.9850, -5.6001, 3.2975)  -0.17
C (2.6240, -6.7590, 4.0631)  -0.17
C (2.9592, -7.7223, 2.9308)  -0.21
O (3.2409, -6.9115, 1.7908)  -0.15
C (2.8375, -5.5633, 2.0352)  -0.20
H (1.9990, -4.6556, 3.8392)  0.11
H (0.9481, -5.8372, 3.0500)  0.11
H (3.5364, -6.4255, 4.5612)  0.11
H (1.9698, -7.2039, 4.8111)  0.11
H (2.1094, -8.3769, 2.7054)  0.11
H (3.8283, -8.3469, 3.1392)  0.12
H (3.7285, -4.9425, 2.1754)  0.12
H (2.2973, -5.1958, 1.1613)  0.11

As for the LUMO energy: 0.0234 Eh. As for the net charge: 0. Its molecular weight is 698.70 u. The structure (SMILES) is Cc1cccc(C[PH](Br)(CC(C)C)P(N)O)c1.C1CCOC1.C1CCOC1.C1CCOC1.C1CCOC1.C1CCOC1. As for the orbital gap: 8.315 eV.


(4)
Entry from the Open Molecules 2025 dataset: a structure of composition C9H15B3FIO9 at a distorted geometry (ωB97M-V/def2-TZVPD).

Last column: Löwdin charge in e.
Element x y z (Å)
F (-2.6755, -2.2871, -1.3583)  -0.07
C (-1.9602, -3.4652, -1.1258)  -0.19
C (-1.8375, -3.7459, 0.3645)  -0.16
C (-0.3937, -3.5787, 0.8580)  -0.05
B (-0.1379, -4.1045, 2.3060)  -0.55
O (-0.3585, -5.4110, 2.7014)  0.27
B (0.7257, -5.9337, 3.3726)  -0.32
O (1.5575, -5.1264, 4.1204)  0.20
B (1.6073, -3.8482, 3.6258)  -1.10
I (3.4344, -2.8181, 3.1997)  0.94
O (0.4170, -3.2704, 3.2809)  0.22
H (-0.9658, -3.3088, -1.5354)  0.11
H (-2.3988, -4.2957, -1.6665)  0.12
H (-2.4839, -3.0516, 0.8809)  0.12
H (-2.1602, -4.7613, 0.5584)  0.11
H (-0.1401, -2.5249, 0.8283)  0.11
H (0.2913, -4.0898, 0.1862)  0.13
H (0.9508, -7.0909, 3.2582)  0.12
C (-1.2292, 0.2680, -0.7116)  -0.12
C (-1.2277, 1.3676, -1.7504)  -0.10
O (-0.6512, 2.4671, -1.0321)  0.04
C (0.0974, 1.9601, -0.0161)  -0.57
O (0.8360, 2.5978, 0.6598)  0.17
O (-0.1168, 0.6327, 0.1174)  0.06
H (-1.0849, -0.7166, -1.1337)  0.11
H (-2.1354, 0.2667, -0.1047)  0.14
H (-0.5921, 1.1356, -2.6067)  0.13
H (-2.2225, 1.6221, -2.1048)  0.13
C (0.8340, 5.5300, -1.9740)  -0.12
C (2.0095, 5.4302, -1.0355)  -0.12
O (2.5976, 6.7341, -1.1364)  0.06
C (1.6344, 7.5982, -1.5461)  -0.57
O (1.7515, 8.7784, -1.5716)  0.16
O (0.5152, 6.9249, -1.9219)  0.06
H (-0.0094, 4.9257, -1.6531)  0.12
H (1.0932, 5.2696, -3.0029)  0.13
H (1.7034, 5.2537, -0.0042)  0.13
H (2.7251, 4.6661, -1.3267)  0.13

As for the LUMO energy: 0.0066 Eh. As for the net charge: 0. Its molecular weight is 445.55 u. As for the orbital gap: 10.255 eV.


(5)
Entry from the Open Molecules 2025 dataset: a cluster of 2 separate species, C10H25N2O3SSi in total at a distorted geometry (ωB97M-V/def2-TZVPD).

Last column: Löwdin charge in e.
Element x y z (Å)
C (-0.8936, -0.5055, -0.2640)  -0.19
Si (-0.3520, 0.6176, 1.2160)  0.48
C (1.5339, 0.2947, 1.5226)  -0.18
C (-1.2369, 0.2006, 2.8549)  -0.18
N (-0.5024, 2.3497, 0.6800)  -0.51
S (-2.0869, 2.7438, 0.0254)  0.88
C (-0.0307, 3.3009, 1.7653)  -0.22
C (-1.1904, 3.7552, 2.7931)  -0.12
C (-0.6518, 4.0722, 4.2674)  -0.39
N (0.4879, 3.4177, 4.9403)  0.09
O (-1.2768, 4.9589, 4.9105)  0.07
H (0.0287, -0.6645, -0.9203)  0.05
H (-1.6730, 0.0141, -0.9322)  0.04
H (-1.3779, -1.4766, 0.0960)  0.06
H (1.7811, -0.8128, 1.6275)  0.07
H (2.0731, 0.7777, 0.6257)  0.06
H (1.8446, 0.8532, 2.4834)  0.04
H (-1.0399, 0.9716, 3.6919)  0.03
H (-2.3774, 0.1066, 2.7744)  0.06
H (-0.8172, -0.8068, 3.2376)  0.08
H (0.1692, 2.4684, -0.1122)  0.13
H (-2.9485, 1.8076, 0.6114)  -0.05
H (0.8515, 2.8809, 2.3811)  0.11
H (0.4107, 4.2143, 1.2118)  0.15
H (-2.0293, 2.9675, 2.8988)  0.11
H (-1.6482, 4.7127, 2.3416)  0.13
H (1.3660, 3.4971, 4.4096)  0.08
H (0.2654, 2.4136, 5.1010)  0.09
O (-1.1661, -3.0501, -2.0993)  0.08
C (-0.2654, -3.3838, -2.8368)  -0.52
O (0.6721, -2.4893, -3.2028)  -0.02
C (1.8707, -2.8214, -3.9228)  -0.23
C (1.6147, -2.8670, -5.4149)  -0.06
C (-0.2299, -4.7639, -3.4296)  0.01
H (2.3122, -3.7459, -3.5425)  0.12
H (2.5876, -2.0262, -3.7056)  0.12
H (0.8893, -3.6390, -5.6772)  0.07
H (2.5411, -3.0648, -5.9588)  0.09
H (1.2015, -1.9151, -5.7598)  0.09
H (-0.8848, -4.7968, -4.3007)  0.10
H (-0.5899, -5.4695, -2.6791)  0.10
H (0.7680, -5.0977, -3.7090)  0.07

As for the LUMO energy: -0.1300 Eh. As for the net charge: +1. Its molecular weight is 281.47 u. As for the orbital gap: 8.992 eV.


(6)
Entry from the Open Molecules 2025 dataset: a structure of composition C11H15BN2O2S (ωB97M-V/def2-TZVPD).

Last column: Löwdin charge in e.
Element x y z (Å)
C (3.8503, 1.3824, -0.3501)  -0.10
C (3.0126, 0.6121, 0.7188)  -0.14
B (1.4590, 0.6726, 0.3975)  -0.42
O (0.9506, 1.9179, 0.1580)  0.14
C (0.5374, -0.6091, 0.3210)  0.03
C (-0.6586, -0.6881, -0.3698)  -0.16
C (-1.3346, 0.4759, -1.0485)  -0.10
C (-2.5502, 0.9564, -0.2124)  -0.43
C (-3.6566, 1.5109, -1.0843)  -0.05
O (-2.1908, 1.8480, 0.8185)  -0.01
C (-1.3996, -1.9048, -0.4694)  -0.03
C (-1.0132, -3.0595, 0.1385)  0.01
C (0.1865, -3.0276, 0.8930)  -0.37
N (0.6923, -4.0583, 1.5598)  -0.23
S (2.0446, -3.5169, 2.2541)  1.01
N (2.0433, -2.0062, 1.7292)  -0.25
C (0.9570, -1.8257, 0.9808)  -0.30
H (3.2238, 1.6883, -1.1843)  0.06
H (4.6235, 0.7409, -0.7580)  0.07
H (4.3274, 2.2662, 0.0587)  0.07
H (3.3861, -0.3971, 0.7821)  0.06
H (3.1360, 1.1105, 1.6810)  0.11
H (1.6309, 2.5733, 0.3403)  0.11
H (-1.7280, 0.1148, -1.9975)  0.12
H (-0.6480, 1.2819, -1.2682)  0.11
H (-2.9427, 0.0737, 0.2891)  0.14
H (-3.3122, 2.3267, -1.7188)  0.09
H (-4.4255, 1.9268, -0.4346)  0.08
H (-4.1353, 0.7456, -1.6853)  0.08
H (-2.1339, 2.7255, 0.4293)  0.09
H (-2.3226, -1.9033, -1.0294)  0.12
H (-1.6093, -3.9535, 0.0607)  0.11

As for the LUMO energy: -0.0163 Eh. As for the net charge: 0. Its molecular weight is 250.13 u. As for the orbital gap: 8.376 eV.


(7)
Entry from the Open Molecules 2025 dataset: a cluster of 2 separate species, C7H13O in total at a distorted geometry (ωB97M-V/def2-TZVPD).

Last column: Löwdin charge in e.
Element x y z (Å)
C (2.2166, 0.1381, -0.1833)  -0.57
O (3.0991, -0.6357, 0.4503)  -0.36
C (0.8345, -0.5707, -0.4900)  -0.22
C (-0.1632, 0.3301, -1.1098)  -0.08
C (-1.4498, 0.5693, -0.6491)  -0.41
C (-2.1319, 1.6987, -1.0233)  0.10
C (-2.1543, -0.3050, 0.3259)  -0.19
C (-2.4558, 0.3824, 1.6564)  -0.10
H (1.9280, 1.0182, 0.4408)  0.08
H (2.5241, 0.5454, -1.1794)  0.07
H (0.9924, -1.5108, -1.0334)  0.11
H (0.4394, -0.8432, 0.5043)  0.10
H (5.0610, -3.4316, -0.0867)  0.00
H (0.1870, 1.1129, -1.7831)  0.09
H (-2.9430, 2.2003, -0.4980)  0.06
H (-1.5857, 2.4807, -1.5516)  0.07
H (-1.6631, -1.2832, 0.3429)  0.07
H (5.0120, -3.6998, 0.6044)  0.00
H (-3.1691, 0.7588, 0.8243)  0.07
H (-1.8398, 1.2429, 1.9163)  0.06
H (-2.7386, -0.1979, 2.5218)  0.06

The calculation puts the relative energy (zero: lowest compared OMol25 entry of this formula, charge and spin) at 166.22 kcal/mol. As for the LUMO energy: 0.0630 Eh. As for the net charge: -1. Its molecular weight is 113.18 u. As for the orbital gap: 3.997 eV.


(8)
Entry from the Open Molecules 2025 dataset: a cluster of 14 separate species, C5H38N2O14 in total at a distorted geometry (ωB97M-V/def2-TZVPD).

Last column: Löwdin charge in e.
Element x y z (Å)
C (-1.5763, 1.2940, -2.1372)  -0.18
O (-1.2491, 1.1210, -3.5241)  -0.11
C (-0.9641, 0.1512, -1.3306)  -0.34
C (-0.1851, 0.6783, -0.1317)  -0.16
C (0.6762, -0.3801, 0.4737)  -0.12
C (1.8380, -0.1568, 1.1073)  -0.17
N (2.4637, -1.2062, 1.8520)  0.05
N (-2.0171, -0.8399, -0.9546)  0.04
H (-1.1532, 2.2908, -1.8649)  0.14
H (-2.6879, 1.2906, -2.1134)  0.13
H (-0.2381, -0.4538, -2.0043)  0.14
H (0.4200, 1.5838, -0.4644)  0.12
H (-0.8175, 1.0746, 0.6006)  0.04
H (0.2894, -1.3507, 0.4105)  0.05
H (2.3175, 0.8124, 1.1734)  0.11
H (3.4646, -1.1781, 1.7968)  0.08
H (2.0328, -2.1323, 1.6772)  0.07
H (-1.7633, -1.4285, -0.1345)  0.06
H (-1.5886, 0.2388, -3.8393)  0.13
H (-2.9132, -0.3337, -0.6407)  0.09
H (1.6742, 4.0689, 0.5157)  0.07
H (2.1382, 2.6188, 0.1199)  0.01
O (1.8317, 3.1863, 0.8896)  -0.08
H (2.8844, 0.8372, -1.1692)  0.05
H (2.2631, 1.8642, -2.0089)  -0.05
O (2.6898, 1.8081, -1.2269)  -0.04
H (-4.3101, 0.7916, 1.6266)  0.10
H (-2.9311, 0.0724, 1.7658)  0.05
O (-3.5117, 0.5472, 1.1065)  -0.08
H (2.0485, -1.4112, -1.6618)  -0.03
H (2.2151, -0.3248, -2.7004)  0.01
O (2.6641, -0.7740, -1.9705)  -0.05
H (1.7445, 1.4241, -4.3554)  0.10
H (0.4608, 1.0835, -3.5247)  0.00
O (1.4243, 1.0892, -3.4909)  -0.05
H (-1.8331, -3.5599, -2.8113)  0.02
H (-1.7689, -2.2350, -2.2984)  -0.04
O (-1.3257, -2.8203, -2.8388)  0.03
H (-0.0187, 2.8640, 3.2047)  0.10
H (0.6895, 2.4762, 1.9260)  0.01
O (0.0555, 2.1412, 2.5720)  -0.06
H (0.8465, 0.8875, 3.5300)  0.01
H (1.4379, -0.4315, 3.5975)  -0.04
O (0.9371, 0.1126, 4.1156)  -0.03
H (1.4834, -3.4487, -1.8872)  0.00
H (0.1142, -2.7482, -1.9954)  0.07
O (1.0049, -2.8300, -1.4996)  -0.02
H (-2.8350, 2.0959, 0.6703)  0.01
H (-1.6120, 2.8786, 1.2424)  -0.07
O (-2.3256, 2.9477, 0.7096)  -0.04
H (-0.7205, -0.2512, 3.7337)  0.08
H (-1.1678, 0.7751, 2.6418)  0.00
O (-1.4675, -0.0292, 3.0700)  -0.10
H (0.9000, -3.3121, 0.1023)  0.02
H (0.0181, -3.1407, 1.3686)  -0.04
O (0.8179, -3.5738, 1.0804)  -0.11
H (-1.3643, -1.4806, 2.2258)  0.04
H (-2.0636, -2.8994, 2.1837)  0.09
O (-1.4848, -2.3142, 1.6558)  -0.10

The calculation puts the relative energy (zero: lowest compared OMol25 entry of this formula, charge and spin) at 87.01 kcal/mol. As for the LUMO energy: 0.0102 Eh. As for the net charge: 0. Its molecular weight is 350.36 u. As for the orbital gap: 8.129 eV.


Q: Which value of molecular weight does entry 2 give?
A: 88.09 u